Entry 1:
{"formula": "C31H39", "method": "wB97M-V/def2-TZVPD", "species": ["C", "C", "C", "C", "C", "C", "C", "C", "C", "C", "C", "C", "C", "C", "C", "C", "C", "C", "C", "C", "C", "C", "H", "H", "H", "H", "H", "H", "H", "H", "H", "H", "H", "H", "H", "H", "H", "H", "H", "H", "H", "H", "H", "H", "H", "H", "H", "H", "H", "H", "H", "C", "C", "C", "C", "C", "C", "C", "C", "C", "H", "H", "H", "H", "H", "H", "H", "H", "H", "H"], "positions_angstrom": [[-4.48, 3.70, 2.79], [-3.64, 2.74, 2.01], [-2.96, 1.73, 2.69], [-2.25, 0.73, 2.03], [-1.67, -0.33, 2.93], [-2.14, 0.77, 0.62], [-1.39, -0.33, -0.12], [-2.13, -1.68, -0.01], [0.10, -0.48, 0.31], [0.96, 0.64, -0.06], [2.19, 1.01, 0.51], [2.63, 2.38, 0.37], [1.73, 3.41, -0.23], [3.87, 2.77, 0.86], [4.73, 1.87, 1.50], [6.08, 2.32, 1.96], [4.29, 0.56, 1.70], [3.06, 0.11, 1.24], [2.71, -1.31, 1.55], [-2.79, 1.81, -0.07], [-2.77, 1.91, -1.57], [-3.51, 2.78, 0.63], [-4.94, 4.44, 2.12], [-5.28, 3.18, 3.32], [-3.89, 4.24, 3.54], [-3.00, 1.71, 3.78], [-1.37, -1.25, 2.43], [-0.80, 0.07, 3.48], [-2.41, -0.60, 3.70], [-1.37, -0.09, -1.20], [-3.11, -1.59, -0.51], [-1.56, -2.47, -0.52], [-2.31, -1.99, 1.03], [0.15, -0.64, 1.39], [0.49, -1.39, -0.17], [0.53, 1.30, -0.82], [2.22, 4.39, -0.18], [1.49, 3.20, -1.28], [0.78, 3.50, 0.33], [4.19, 3.81, 0.75], [6.61, 1.49, 2.45], [6.71, 2.67, 1.12], [6.01, 3.16, 2.67], [4.95, -0.12, 2.24], [3.62, -1.83, 1.88], [1.99, -1.39, 2.38], [2.32, -1.86, 0.69], [-3.39, 2.76, -1.88], [-1.76, 2.09, -1.97], [-3.19, 1.02, -2.06], [-4.00, 3.59, 0.07], [2.72, -1.10, -3.03], [1.59, -1.86, -2.43], [0.37, -2.00, -3.02], [-0.55, -3.11, -2.80], [-1.88, -3.04, -3.28], [-2.81, -4.01, -2.94], [-2.42, -5.12, -2.16], [-1.08, -5.25, -1.77], [-0.14, -4.26, -2.09], [3.67, -1.54, -2.71], [2.68, -1.13, -4.13], [2.71, -0.05, -2.71], [1.81, -2.35, -1.49], [0.02, -1.22, -3.71], [-2.16, -2.20, -3.93], [-3.85, -3.92, -3.27], [-3.15, -5.85, -1.85], [-0.75, -6.13, -1.21], [0.91, -4.37, -1.84]], "lowdin_charge": [-0.05, -0.26, -0.01, -0.20, -0.05, -0.11, -0.29, -0.02, -0.13, 0.14, -0.09, -0.17, -0.03, 0.02, -0.20, -0.02, 0.02, -0.14, -0.02, -0.21, -0.05, 0.00, 0.08, 0.09, 0.09, 0.13, 0.05, 0.09, 0.10, 0.12, 0.10, 0.06, 0.08, 0.10, 0.11, 0.13, 0.09, 0.10, 0.10, 0.14, 0.09, 0.11, 0.10, 0.13, 0.10, 0.11, 0.07, 0.08, 0.08, 0.09, 0.12, -0.09, -0.18, -0.08, -0.25, -0.05, -0.08, -0.08, -0.08, -0.04, 0.08, 0.09, 0.06, 0.08, 0.12, 0.11, 0.11, 0.11, 0.11, 0.11], "lumo_energy_ev": -5.30, "total_charge": 1, "homo_ev": -10.542}

=====

Entry 2:
{"formula": "C36H93N5O13", "method": "wB97M-V/def2-TZVPD", "species": ["C", "C", "O", "H", "H", "H", "H", "H", "H", "C", "C", "O", "H", "H", "H", "H", "H", "H", "C", "C", "O", "H", "H", "H", "H", "H", "H", "C", "O", "C", "C", "N", "C", "C", "O", "C", "H", "H", "H", "H", "H", "H", "H", "H", "H", "H", "H", "H", "H", "H", "H", "C", "O", "C", "C", "N", "C", "C", "O", "C", "H", "H", "H", "H", "H", "H", "H", "H", "H", "H", "H", "H", "H", "H", "H", "C", "O", "C", "C", "N", "C", "C", "O", "C", "H", "H", "H", "H", "H", "H", "H", "H", "H", "H", "H", "H", "H", "H", "H", "C", "O", "C", "C", "N", "C", "C", "O", "C", "H", "H", "H", "H", "H", "H", "H", "H", "H", "H", "H", "H", "H", "H", "H", "C", "O", "C", "C", "N", "C", "C", "O", "C", "H", "H", "H", "H", "H", "H", "H", "H", "H", "H", "H", "H", "H", "H", "H"], "positions_angstrom": [[1.62, -0.43, 0.07], [0.48, 0.58, 0.10], [-0.38, 0.33, 1.20], [1.22, -1.43, -0.08], [2.19, -0.39, 0.99], [2.26, -0.32, -0.80], [-0.07, 0.36, -0.82], [0.60, 1.65, 0.28], [0.03, 0.64, 2.01], [4.68, -0.63, -5.60], [4.50, -1.40, -4.32], [3.51, -0.98, -3.39], [5.24, -1.17, -6.36], [5.27, 0.26, -5.37], [3.69, -0.53, -6.04], [5.43, -1.68, -3.83], [4.07, -2.38, -4.53], [3.49, -1.62, -2.68], [-0.54, 2.32, 3.95], [1.01, 2.24, 4.08], [1.42, 2.44, 2.83], [-0.78, 3.15, 3.28], [-1.10, 2.48, 4.87], [-1.03, 1.54, 3.37], [1.20, 1.28, 4.57], [1.15, 3.09, 4.75], [2.13, 3.08, 2.90], [1.75, 5.94, 0.34], [0.45, 5.73, -0.23], [0.19, 4.31, -0.29], [-1.22, 4.22, -0.86], [-1.25, 4.36, -2.28], [-2.62, 4.55, -2.76], [-2.60, 4.26, -4.33], [-3.74, 4.70, -4.90], [-3.87, 5.99, -5.55], [1.74, 5.96, 1.43], [2.26, 6.75, -0.19], [2.45, 5.12, 0.18], [0.18, 3.81, 0.69], [0.91, 3.84, -0.96], [-1.69, 5.10, -0.43], [-1.72, 3.33, -0.47], [-0.77, 5.19, -2.58], [-2.85, 5.59, -2.51], [-3.19, 3.76, -2.27], [-2.74, 3.18, -4.44], [-1.70, 4.54, -4.88], [-4.88, 6.06, -5.96], [-3.09, 6.25, -6.26], [-3.85, 6.76, -4.78], [-1.97, -4.73, -4.59], [-0.77, -4.61, -3.85], [0.49, -4.84, -4.57], [1.65, -5.16, -3.58], [1.28, -4.76, -2.18], [0.75, -5.85, -1.45], [0.08, -5.35, -0.22], [-1.10, -4.59, -0.62], [-1.37, -3.42, 0.22], [-2.07, -3.77, -5.09], [-2.86, -4.91, -3.98], [-2.13, -5.54, -5.31], [0.56, -3.98, -5.23], [0.33, -5.81, -5.04], [2.60, -4.68, -3.79], [1.89, -6.22, -3.62], [0.43, -4.23, -2.31], [1.45, -6.62, -1.13], [0.01, -6.39, -2.03], [0.70, -4.66, 0.35], [-0.17, -6.19, 0.44], [-0.61, -2.64, 0.11], [-1.50, -3.68, 1.28], [-2.29, -2.90, -0.07], [-0.59, -2.47, 4.02], [-1.70, -1.72, 4.41], [-2.65, -1.52, 3.40], [-3.73, -2.58, 3.54], [-3.23, -3.94, 3.16], [-4.20, -4.98, 3.62], [-3.65, -6.37, 3.28], [-4.67, -7.36, 3.46], [-4.28, -8.67, 2.90], [0.17, -1.94, 3.43], [-0.81, -3.33, 3.38], [-0.17, -3.01, 4.86], [-2.24, -1.55, 2.39], [-3.09, -0.54, 3.55], [-4.54, -2.26, 2.87], [-4.23, -2.55, 4.50], [-2.36, -4.14, 3.64], [-5.08, -4.91, 2.99], [-4.37, -4.83, 4.69], [-2.82, -6.63, 3.94], [-3.31, -6.46, 2.25], [-3.55, -9.01, 3.64], [-3.87, -8.73, 1.89], [-5.10, -9.37, 3.07], [3.49, 4.11, 6.31], [3.67, 3.80, 4.85], [5.02, 3.15, 4.68], [5.01, 2.61, 3.25], [4.46, 3.47, 2.22], [4.29, 2.70, 0.93], [5.58, 2.77, 0.09], [6.01, 4.08, 0.13], [7.23, 4.48, -0.47], [4.20, 4.90, 6.56], [3.60, 3.29, 7.01], [2.44, 4.38, 6.29], [5.29, 2.31, 5.33], [5.74, 3.96, 4.70], [4.40, 1.71, 3.20], [6.01, 2.23, 3.03], [5.25, 3.98, 1.85], [3.61, 3.20, 0.24], [3.99, 1.66, 0.91], [5.45, 2.23, -0.85], [6.34, 2.23, 0.65], [8.04, 4.60, 0.26], [7.11, 5.48, -0.87], [7.52, 3.73, -1.21], [-4.12, 2.56, 2.55], [-3.99, 2.26, 1.16], [-4.13, 0.84, 0.91], [-3.79, 0.48, -0.55], [-2.61, -0.37, -0.73], [-2.27, -0.72, -2.17], [-1.91, 0.42, -3.17], [-1.56, 0.09, -4.49], [-0.40, -0.75, -4.71], [-3.16, 2.71, 3.05], [-4.77, 1.93, 3.15], [-4.66, 3.51, 2.55], [-5.13, 0.47, 1.14], [-3.49, 0.22, 1.54], [-3.59, 1.42, -1.06], [-4.66, 0.01, -0.99], [-1.83, -0.05, -0.16], [-2.95, -1.39, -2.70], [-1.35, -1.28, -2.00], [-1.11, 1.07, -2.81], [-2.79, 1.04, -3.30], [-0.59, -1.69, -4.20], [0.44, -0.25, -4.22], [-0.11, -1.00, -5.73]], "lowdin_charge": [-0.04, -0.27, -0.11, 0.06, 0.08, 0.07, 0.08, 0.10, 0.05, -0.07, -0.34, -0.10, 0.08, 0.08, 0.08, 0.11, 0.09, 0.07, -0.08, -0.34, -0.06, 0.07, 0.08, 0.04, 0.12, 0.11, 0.07, -0.09, -0.18, -0.21, -0.24, -0.09, -0.15, -0.24, -0.20, -0.06, 0.09, 0.09, 0.05, 0.10, 0.12, 0.12, 0.10, 0.12, 0.12, 0.10, 0.10, 0.12, 0.09, 0.09, 0.08, -0.11, -0.26, -0.13, -0.15, -0.05, -0.27, -0.20, -0.19, -0.08, 0.08, 0.09, 0.09, 0.11, 0.12, 0.10, 0.11, 0.07, 0.13, 0.12, 0.12, 0.12, 0.06, 0.05, 0.07, -0.12, -0.15, -0.24, -0.18, -0.05, -0.18, -0.23, -0.21, -0.07, 0.09, 0.05, 0.10, 0.10, 0.11, 0.11, 0.12, 0.07, 0.12, 0.12, 0.12, 0.11, 0.08, 0.08, 0.08, -0.07, -0.23, -0.16, -0.24, -0.02, -0.18, -0.25, -0.21, -0.07, 0.08, 0.08, 0.07, 0.12, 0.12, 0.11, 0.12, 0.08, 0.09, 0.11, 0.13, 0.12, 0.09, 0.09, 0.09, -0.07, -0.17, -0.18, -0.09, 0.21, -0.08, -0.21, -0.15, -0.04, 0.07, 0.09, 0.09, 0.13, 0.09, 0.14, 0.15, 0.09, 0.15, 0.11, 0.13, 0.12, 0.07, 0.09, 0.10], "s2": 0.755, "spin_multiplicity": 2, "lumo_energy_ev": [-1.66, -6.85], "total_charge": 1, "homo_ev": [-10.617, -10.610]}

=====

Results for energy above the lowest of the compared OMol25 structures with the same formula, charge and spin: 44.8 234.2 (in kJ/mol, following the order of the records).